(1)
14
Properties=species:S:1:pos:R:3 method="wB97M-V/def2-TZVPD" total_energy_ev=-7255.63338 gap_ha=0.3290 e_homo_ha=-0.2880 largest_force_ev_per_a=2.4 spin_multiplicity=1 lumo_energy_ev=1.116 smiles=N[C@@]12C[C@@H]1CN2
N -1.881 -0.559 0.253
C -0.565 -0.189 -0.041
C -0.107 1.182 -0.470
C 0.597 0.634 0.749
C 1.511 -0.480 0.293
N 0.386 -1.212 -0.344
H -2.333 -1.140 -0.442
H -2.456 0.215 0.555
H 0.447 1.292 -1.399
H -0.805 1.988 -0.283
H 0.506 1.015 1.752
H 2.304 -0.188 -0.404
H 1.929 -1.078 1.104
H 0.468 -1.479 -1.322

=====

(2)
14
Properties=species:S:1:pos:R:3 method="wB97M-V/def2-TZVPD" total_energy_ev=-7252.77050 gap_ha=0.3434 e_homo_ha=-0.3093 largest_force_ev_per_a=5.5 spin_multiplicity=1 lumo_energy_ev=0.928
C 1.813 -0.846 -0.005
C 1.197 0.609 -0.071
N 0.078 1.318 -0.031
N -1.082 0.677 -0.062
C -1.275 -0.724 -0.692
C -1.082 -0.498 0.828
H 2.291 -0.792 0.988
H 1.267 -1.884 -0.105
H 2.493 -0.630 -0.837
H 1.959 1.302 -0.059
H -0.487 -1.212 -1.214
H -2.433 -0.660 -1.091
H 0.002 -0.582 1.105
H -1.978 -0.748 1.509

=====

(3)
14
Properties=species:S:1:pos:R:3 method="wB97M-V/def2-TZVPD" total_energy_ev=-7257.36016 gap_ha=0.3922 e_homo_ha=-0.3586 largest_force_ev_per_a=1.1 spin_multiplicity=1 lumo_energy_ev=0.914 smiles=CCNCC#N
C -0.701 -1.193 1.611
C -0.192 -0.798 0.232
N 0.124 0.628 0.193
C 0.307 1.170 -1.134
C 1.410 0.576 -1.933
N 2.275 0.112 -2.546
H -1.575 -0.589 1.874
H 0.065 -1.036 2.379
H -0.985 -2.251 1.631
H 0.662 -1.432 -0.060
H -0.980 -0.976 -0.511
H 0.942 0.820 0.763
H 0.486 2.249 -1.068
H -0.620 1.035 -1.705

=====

(4)
14
Properties=species:S:1:pos:R:3 method="wB97M-V/def2-TZVPD" total_energy_ev=-7256.73644 gap_ha=0.3834 e_homo_ha=-0.3474 largest_force_ev_per_a=2.9 spin_multiplicity=1 lumo_energy_ev=0.979
H -3.130 -0.184 0.277
N -2.355 -0.789 0.105
C -1.276 -0.166 -0.075
N -1.177 1.239 -0.193
C 0.051 -0.909 -0.241
C 1.167 -0.318 0.494
C 2.333 0.057 -0.125
H -1.830 1.841 0.383
H -0.239 1.640 -0.197
H 0.260 -0.885 -1.288
H -0.224 -1.968 -0.028
H 0.896 -0.042 1.631
H 3.010 0.580 0.510
H 2.516 -0.097 -1.253

=====

(5)
14
Properties=species:S:1:pos:R:3 method="wB97M-V/def2-TZVPD" total_energy_ev=-7251.39711 gap_ha="0.2760 / 0.2789" e_homo_ha="-0.2486 / -0.2535" largest_force_ev_per_a=2.6 spin_multiplicity=1 lumo_energy_ev="0.745 / 0.690"
C -0.562 -1.410 -0.443
N -1.753 -0.918 0.125
C -1.193 0.301 -0.445
C 0.280 0.133 -0.425
C 1.122 1.560 0.682
N 0.930 0.214 0.930
H -0.673 -1.801 -1.453
H 0.101 -2.016 0.194
H -1.671 -0.899 1.139
H -1.671 0.677 -1.334
H 0.924 0.275 -1.296
H 0.242 2.189 0.800
H 2.114 1.999 0.606
H 1.810 -0.304 0.920

=====

(6)
14
Properties=species:S:1:pos:R:3 method="wB97M-V/def2-TZVPD" total_energy_ev=-7253.66501 gap_ha=0.3056 e_homo_ha=-0.2695 largest_force_ev_per_a=3.3 spin_multiplicity=1 lumo_energy_ev=0.982
C 0.364 1.407 1.200
C 1.722 0.793 0.697
C -1.571 -2.106 -1.110
C 0.482 0.597 -0.096
N -1.030 -0.964 -0.926
N -0.034 -0.757 -0.161
H -0.155 1.137 2.150
H 0.153 2.445 0.977
H 2.543 1.651 0.584
H 2.074 -0.116 1.311
H -1.250 -2.886 -0.419
H -2.426 -2.236 -1.791
H 0.528 1.113 -1.048
H -1.401 -0.079 -1.367

=====

(7)
14
Properties=species:S:1:pos:R:3 method="wB97M-V/def2-TZVPD" total_energy_ev=-7253.03836 gap_ha="0.2922 / 0.2809" e_homo_ha="-0.2548 / -0.3275" largest_force_ev_per_a=5.0 spin_multiplicity=3 lumo_energy_ev="1.016 / -1.268" s2=2.032
C 0.807 0.758 -0.081
C -0.066 -0.171 0.344
C 1.313 0.831 -1.421
C -0.675 -0.066 1.720
N -1.390 -1.866 -0.934
N -0.379 -1.114 -0.634
H 1.001 1.398 0.760
H 2.150 1.476 -1.548
H 0.528 1.171 -2.078
H 1.445 -0.224 -1.688
H -1.137 0.858 1.943
H 0.133 -0.417 2.444
H -1.351 -0.983 1.741
H -2.380 -1.652 -0.567

=====

(8)
14
Properties=species:S:1:pos:R:3 method="wB97M-V/def2-TZVPD" total_energy_ev=-7235.67248 gap_ha=0.3700 e_homo_ha=-0.7452 largest_force_ev_per_a=5.4 spin_multiplicity=1 lumo_energy_ev=-10.208 total_charge=+2
C -3.646 0.020 -0.251
C 0.749 0.329 0.025
C -4.773 -0.167 0.303
C 2.173 0.562 0.364
N -0.330 0.188 -0.197
N 3.086 -0.499 -0.202
H -5.744 -0.534 0.760
H -2.984 0.771 0.037
H -3.255 -0.526 -1.149
H 2.358 0.415 1.500
H 2.361 1.558 -0.097
H 3.165 -0.523 -1.294
H 2.737 -1.355 0.170
H 4.104 -0.238 0.031

=====

Per-record ΔE to the lowest compared entry with this formula, charge and spin, kcal/mol: 51.7; 117.7; 11.9; 26.3; 149.4; 97.1; 0.0; 42.9